DFT (ωB97M-V/def2-TZVPD) results for an isolated ion of composition C2H7N2O2 and charge +1.

Last column: natural (NBO) charge in e.
Positions of all 13 atoms, in Å:
O: -0.62 1.45 0.42  -0.502
O: 0.18 -0.51 2.42  -0.109
N: 0.03 0.10 0.20  0.079
N: 0.62 0.21 1.62  0.353
C: 0.92 0.25 -0.97  -0.453
C: -0.95 -0.90 -0.03  -0.493
H: 0.33 0.72 -1.82  0.279
H: 1.88 0.78 -0.81  0.266
H: -1.20 -1.42 0.90  0.267
H: 0.07 2.14 0.59  0.512
H: -1.81 -0.36 -0.47  0.284
H: -0.63 -1.68 -0.85  0.273
H: 1.17 -0.78 -1.22  0.244

Values from the calculation:
Relative energy (zero: lowest compared OMol25 entry of this formula, charge and spin)   6.586 eV
SMILES   C[N+](C)(O)N=O
Frontier orbital gap   0.3813 hartree
Net charge   +1
LUMO   -6.014 eV
HOMO   -16.3902 eV
Max |F|   4.388 eV/Å